[1]
{
  "formula": "C11H17N4O2OsS",
  "method": "the ωB97M-V functional and the def2-TZVPD basis",
  "elements": ["Os", "N", "C", "S", "N", "N", "C", "C", "C", "C", "C", "C", "N", "H", "H", "H", "H", "H", "H", "H", "C", "O", "C", "C", "O", "C", "H", "H", "H", "H", "H", "H", "H", "H", "H", "H"],
  "coordinates": [[0.486798, -0.024554, 0.193905], [3.404211, -0.764666, 3.265105], [2.370345, -0.592193, 2.484501], [2.619140, -0.153676, 0.782547], [1.143689, -0.752377, 3.025416], [0.175471, -0.517686, 2.119428], [-1.081652, -0.547007, 2.514489], [-2.080270, -0.260943, 1.525865], [-3.428244, -0.305563, 1.832064], [-4.356425, -0.002440, 0.831176], [-3.893406, 0.338778, -0.424951], [-2.518766, 0.373599, -0.671792], [-1.614718, 0.077513, 0.260438], [4.354596, -0.653402, 2.933318], [3.269669, -1.010271, 4.241783], [-1.320288, -0.773348, 3.550630], [-3.752825, -0.562508, 2.832600], [-5.417771, -0.027254, 1.044419], [-4.579572, 0.587494, -1.223989], [-2.135557, 0.657671, -1.642582], [1.210630, 2.785478, -0.775222], [0.732164, 1.472967, -1.225820], [1.362945, 1.017540, -2.463259], [0.606423, -0.237936, -2.791607], [0.573936, -1.033153, -1.545814], [1.306795, -2.314781, -1.613101], [1.051601, 3.476575, -1.600468], [2.265412, 2.710180, -0.513428], [0.599239, 3.065959, 0.076564], [2.428974, 0.862383, -2.278464], [1.229043, 1.782771, -3.228429], [1.058111, -0.833064, -3.582190], [-0.431621, -0.034016, -3.044923], [0.930183, -2.835956, -2.489861], [1.057924, -2.861303, -0.709107], [2.373817, -2.110811, -1.689241]],
  "forces_ev_per_angstrom": [[0.116, -0.343, 0.597], [0.878, 0.035, -0.109], [-1.888, -0.534, 1.777], [-0.709, 0.344, -0.461], [1.704, 0.263, -1.122], [-0.700, 0.057, 0.152], [0.730, 0.007, -0.212], [-0.421, 0.048, -0.157], [0.242, 0.038, -0.106], [0.045, -0.013, 0.065], [0.274, 0.061, -0.255], [-0.470, 0.154, -0.240], [0.206, -0.071, 0.514], [-0.065, -0.038, 0.113], [-0.018, 0.021, -0.098], [0.030, 0.006, -0.020], [0.032, -0.012, 0.000], [-0.008, -0.003, -0.011], [0.024, -0.005, -0.010], [-0.055, 0.016, -0.008], [-0.008, -0.004, -0.075], [0.014, 0.011, -0.185], [-0.169, -0.072, 0.012], [0.063, 0.137, 0.014], [0.133, -0.063, -0.243], [-0.145, -0.059, -0.040], [0.022, 0.055, 0.052], [-0.002, 0.059, -0.005], [0.012, 0.029, 0.030], [-0.020, -0.070, -0.034], [-0.011, 0.008, 0.014], [0.094, 0.010, 0.048], [0.004, 0.002, -0.020], [0.030, -0.064, 0.030], [0.021, -0.027, 0.002], [0.012, 0.017, -0.007]],
  "total_charge": 3,
  "homo_energy_ev": [-18.939, -18.911],
  "lumo_energy_ev": [-13.82, -13.86],
  "de_lowest_kcal_mol": 13.3
}



[2]
{
  "formula": "C40H90N10O23S3",
  "method": "the ωB97M-V functional and the def2-TZVPD basis",
  "elements": ["C", "C", "O", "N", "C", "H", "H", "H", "H", "H", "H", "H", "C", "C", "O", "N", "C", "H", "H", "H", "H", "H", "H", "H", "C", "C", "O", "N", "C", "H", "H", "H", "H", "H", "H", "H", "C", "C", "O", "N", "C", "H", "H", "H", "H", "H", "H", "H", "C", "C", "O", "N", "C", "H", "H", "H", "H", "H", "H", "H", "C", "C", "O", "N", "C", "H", "H", "H", "H", "H", "H", "H", "C", "C", "O", "N", "C", "H", "H", "H", "H", "H", "H", "H", "C", "C", "O", "N", "C", "H", "H", "H", "H", "H", "H", "H", "C", "C", "O", "N", "C", "H", "H", "H", "H", "H", "H", "H", "C", "C", "O", "N", "C", "H", "H", "H", "H", "H", "H", "H", "C", "C", "O", "S", "O", "O", "O", "H", "H", "H", "H", "C", "C", "O", "S", "O", "O", "O", "H", "H", "H", "H", "C", "C", "O", "S", "O", "O", "O", "H", "H", "H", "H", "C", "C", "C", "O", "C", "H", "H", "H", "H", "H", "H", "H", "H"],
  "coordinates": [[32.185346, -13.841992, 6.984126], [32.938691, -12.986404, 7.996917], [34.089834, -12.631758, 7.807495], [32.285622, -12.743804, 9.152457], [32.908945, -12.159544, 10.333698], [31.130677, -13.621143, 6.854531], [32.403951, -14.880482, 7.235706], [32.625679, -13.671818, 6.001315], [31.440399, -13.257870, 9.342795], [33.944169, -12.488286, 10.411552], [32.352105, -12.478447, 11.211825], [32.881282, -11.071804, 10.263595], [21.470460, -12.055849, 12.491574], [22.766695, -12.420103, 13.195785], [22.780764, -12.619768, 14.406845], [23.832718, -12.563324, 12.397652], [25.183101, -12.899593, 12.803041], [20.620892, -12.531620, 12.971251], [21.481400, -12.359883, 11.440919], [21.329590, -10.973126, 12.476575], [23.703441, -12.346913, 11.415071], [25.493458, -13.821438, 12.309205], [25.286488, -12.921297, 13.882433], [25.883361, -12.163891, 12.398539], [30.714923, -13.370807, 3.203580], [29.280118, -13.437930, 2.803708], [28.924476, -13.612180, 1.640707], [28.326612, -13.269277, 3.753709], [28.523142, -12.952664, 5.153403], [31.350147, -13.264340, 2.323251], [31.067750, -14.320130, 3.617004], [30.992607, -12.533152, 3.844432], [27.380310, -13.216519, 3.422246], [29.212896, -13.654953, 5.624995], [27.582138, -13.082073, 5.686623], [28.935272, -11.955907, 5.324251], [32.264486, -9.469815, 5.859684], [31.377500, -9.125962, 4.685210], [30.720569, -9.981441, 4.105216], [31.335507, -7.827577, 4.320821], [30.667527, -7.280589, 3.160406], [32.531585, -10.527079, 5.814001], [31.785358, -9.408043, 6.833880], [33.216584, -8.937804, 5.892594], [32.089109, -7.250041, 4.660948], [31.303228, -7.433545, 2.285683], [30.450256, -6.218445, 3.261308], [29.692007, -7.745116, 3.029959], [22.896312, -11.255346, 7.536836], [23.472235, -10.970343, 8.900234], [23.914412, -11.873210, 9.610618], [23.571325, -9.682814, 9.269762], [24.105572, -9.267965, 10.570511], [22.965699, -10.409361, 6.852947], [21.841906, -11.530508, 7.560890], [23.458450, -12.060397, 7.066113], [23.288123, -8.941684, 8.653346], [24.936917, -9.918757, 10.835346], [23.298420, -9.325414, 11.299903], [24.492007, -8.263562, 10.403183], [31.004230, -5.074785, 13.756086], [30.974519, -6.231016, 12.769996], [30.264080, -6.195144, 11.761161], [31.858293, -7.212932, 12.965365], [31.958608, -8.309470, 12.017902], [30.791557, -4.141264, 13.242603], [31.938124, -5.004363, 14.309993], [30.185685, -5.249401, 14.459823], [32.505209, -7.179439, 13.731867], [31.351004, -9.165198, 12.305887], [32.993656, -8.628591, 11.896265], [31.667461, -8.049834, 11.002182], [25.940478, -14.125972, 8.142992], [25.234872, -15.258812, 8.821494], [25.379571, -16.397482, 8.394648], [24.398912, -14.926835, 9.818797], [23.586457, -15.923159, 10.477579], [25.541066, -13.112283, 8.216513], [25.995918, -14.354803, 7.078703], [26.974105, -14.001476, 8.478837], [24.172777, -13.952301, 9.940589], [22.815858, -16.382775, 9.854702], [23.037045, -15.419560, 11.276408], [24.098123, -16.756667, 10.956605], [27.141162, -6.766439, 9.452836], [26.685083, -5.656374, 10.399030], [25.540782, -5.234816, 10.335081], [27.576087, -5.262173, 11.341454], [27.250920, -4.417040, 12.456320], [26.642946, -7.705187, 9.709732], [28.197332, -6.923184, 9.246561], [26.641713, -6.528490, 8.511608], [28.458392, -5.743110, 11.241178], [27.254166, -5.026808, 13.366925], [26.199312, -4.135760, 12.397029], [27.862229, -3.522058, 12.538078], [27.917109, -7.861679, 13.911767], [26.804221, -8.901568, 13.950806], [26.929397, -9.973486, 13.378206], [25.647350, -8.493882, 14.507426], [24.443125, -9.278668, 14.630134], [27.959978, -7.347763, 14.873898], [27.847624, -7.192361, 13.055393], [28.870605, -8.375891, 13.780046], [25.616901, -7.604321, 14.973827], [24.003765, -9.086998, 15.608566], [24.615530, -10.351529, 14.551270], [23.701628, -9.045983, 13.860503], [31.256212, -5.825973, 7.897830], [30.534416, -4.496485, 8.137313], [30.362084, -3.721136, 7.214296], [30.277587, -4.217780, 9.429193], [29.714300, -2.947565, 9.827368], [32.229577, -5.494886, 7.530728], [30.767921, -6.408790, 7.120163], [31.393847, -6.437286, 8.788824], [30.313549, -4.994709, 10.070468], [28.644339, -2.896838, 9.615308], [30.192388, -2.156659, 9.250320], [29.889912, -2.731658, 10.879824], [28.606054, -13.284036, 14.791034], [29.667128, -14.429338, 14.660575], [30.773308, -13.769773, 14.061260], [30.903985, -12.271881, 14.651433], [31.553879, -11.409592, 13.707106], [31.328561, -12.250075, 16.034031], [29.317545, -12.058187, 14.614544], [28.146319, -13.291656, 15.777759], [27.820823, -13.313106, 14.039843], [29.275154, -15.245826, 14.064610], [29.976900, -14.777841, 15.645488], [28.484880, -17.373162, 9.953603], [28.913818, -17.494385, 11.433621], [29.548907, -16.241559, 11.742260], [28.878711, -15.079092, 10.863266], [29.881385, -14.082981, 10.639687], [27.644746, -14.667215, 11.467555], [28.630567, -16.014623, 9.578027], [27.434897, -17.648957, 9.847413], [29.060955, -18.068406, 9.346163], [29.636889, -18.280148, 11.622032], [28.032240, -17.593953, 12.067449], [28.005377, -10.993938, 10.309702], [29.286857, -10.564774, 11.005146], [30.187104, -10.196192, 9.963980], [29.479638, -10.049931, 8.520434], [29.867710, -11.130712, 7.657980], [29.630536, -8.703688, 8.034796], [27.997427, -10.321343, 9.041327], [27.139693, -10.650273, 10.882161], [27.720332, -12.041579, 10.192763], [29.780596, -11.330397, 11.600726], [29.122564, -9.665827, 11.600300], [25.608288, -9.632739, 5.968505], [26.466597, -10.240415, 4.834187], [27.855879, -9.677343, 5.066942], [27.607202, -8.349269, 5.527475], [26.538029, -8.503860, 6.454850], [25.410635, -10.268503, 6.830801], [24.646844, -9.274320, 5.598568], [26.009002, -9.917476, 3.902613], [26.444272, -11.330653, 4.898065], [28.482352, -9.728371, 4.173342], [28.507267, -10.183805, 5.790893], [26.190358, -7.555672, 6.864658], [27.062350, -8.881270, 7.352827]],
  "forces_ev_per_angstrom": [[0.660, 0.354, -0.473], [0.048, -0.334, -0.078], [0.000, 0.251, -0.097], [-0.408, -0.240, 0.701], [0.041, -0.013, -0.563], [-0.196, -0.130, 0.551], [-0.397, -0.093, 0.024], [0.193, 0.045, 0.099], [-0.088, 0.119, -0.315], [0.038, 0.048, 0.029], [-0.003, 0.034, 0.030], [0.094, 0.050, 0.131], [0.185, 0.117, -0.656], [-0.580, -0.524, 0.843], [0.233, 0.249, -0.192], [0.155, 0.196, -0.540], [0.231, 0.181, -0.703], [0.080, 0.068, 0.212], [0.058, -0.069, 0.039], [-0.030, -0.002, 0.258], [0.123, 0.103, 0.154], [-0.140, -0.329, 0.452], [-0.175, -0.171, 0.036], [-0.108, 0.287, 0.259], [1.239, -0.169, -0.179], [-0.830, 0.302, -1.072], [0.407, -0.086, 0.354], [-0.066, 0.098, 0.800], [0.607, -0.295, 0.224], [-0.429, 0.098, -0.255], [-0.303, 0.066, 0.425], [-0.385, -0.102, 0.293], [0.030, -0.101, -0.356], [0.065, -0.100, -0.098], [-0.025, 0.195, -0.073], [-0.151, -0.152, -0.080], [0.618, -0.769, 0.216], [-0.314, -0.431, -0.171], [0.052, -0.037, 0.112], [0.621, 1.015, 0.461], [-0.301, -0.400, -0.307], [-0.064, -0.003, -0.360], [-0.300, 0.545, -0.154], [-0.176, 0.312, -0.056], [-0.159, -0.071, 0.290], [-0.316, 0.003, -0.231], [0.337, 0.028, 0.341], [0.181, -0.292, -0.106], [-0.046, 0.198, -0.545], [0.327, 0.331, -0.451], [-0.237, -0.233, 0.212], [0.042, -0.048, 0.237], [-0.033, -0.188, -0.975], [0.035, 0.165, 0.205], [0.043, -0.154, 0.327], [-0.055, -0.151, 0.196], [-0.143, -0.192, -0.209], [-0.128, -0.057, 0.205], [0.299, 0.216, 0.294], [-0.184, 0.123, 0.519], [-0.507, -0.547, 0.113], [0.659, 1.179, -0.594], [-0.198, -0.241, 0.425], [-0.114, -0.484, -0.477], [0.399, -0.559, -0.456], [0.081, -0.050, -0.120], [-0.001, -0.027, -0.017], [0.074, 0.127, 0.111], [-0.078, 0.050, 0.101], [0.084, -0.042, 0.192], [0.037, -0.059, 0.460], [-0.315, 0.519, 0.225], [0.810, 0.977, -0.715], [-0.210, 0.104, -0.815], [0.129, -0.172, 0.650], [0.000, -0.607, 0.288], [-1.046, 0.118, 0.689], [-0.515, -0.269, 0.385], [0.043, -0.176, 0.045], [0.020, -0.418, 0.106], [0.041, 0.052, -0.019], [0.197, 0.137, -0.419], [0.098, 0.058, 0.020], [0.612, 0.219, -0.230], [-0.864, 0.421, -0.638], [-0.274, -0.361, 0.273], [-0.078, -0.008, -0.005], [0.049, -0.529, -1.102], [-0.748, -0.554, 0.403], [0.320, -0.042, 0.454], [0.092, 0.095, 0.349], [0.320, 0.199, -0.052], [0.293, 0.423, 0.714], [0.553, 0.303, 0.199], [0.097, 0.226, -0.481], [0.155, -0.079, 0.028], [0.353, -0.632, 0.566], [0.166, 0.521, -1.153], [-0.073, -0.374, 0.063], [-0.057, 0.133, 0.424], [-0.463, -0.503, -0.005], [0.009, 0.400, -0.222], [-0.414, 0.140, 0.146], [-0.087, -0.173, 0.110], [0.253, 0.074, -0.107], [-0.085, -0.035, -0.065], [0.352, 0.089, 0.046], [0.086, 0.204, 0.011], [-0.101, 0.500, -0.014], [0.724, -0.615, -0.515], [-0.267, 0.210, 0.113], [-0.154, -0.027, 0.347], [-0.134, 0.210, -0.301], [0.095, -0.286, -0.031], [-0.079, 0.045, -0.006], [-0.080, 0.019, 0.032], [0.037, 0.202, 0.252], [-0.051, 0.014, 0.108], [0.002, -0.044, -0.053], [0.014, -0.277, 0.063], [-0.035, -0.500, 0.335], [-0.832, 1.065, 0.848], [1.283, 0.306, -0.393], [-0.605, 0.000, 0.900], [-0.687, -0.970, 0.503], [-0.287, -0.423, -1.657], [0.556, 0.713, -0.144], [0.027, 0.034, 0.028], [0.152, -0.046, -0.178], [0.469, 0.048, -0.332], [-0.105, -0.133, -0.017], [-0.752, -1.285, 0.585], [-0.439, 0.448, -0.006], [-0.058, 0.465, -0.145], [0.576, -0.390, 0.468], [-0.685, -0.659, -0.370], [0.410, -0.386, -0.531], [0.498, 1.306, 0.294], [0.004, 0.117, -0.081], [0.281, 0.646, -0.408], [-0.001, 0.019, -0.009], [0.125, -0.158, 0.104], [-1.550, -0.079, 0.703], [-0.002, -0.042, 0.136], [0.309, 0.132, -1.423], [0.496, -0.119, -0.218], [-0.113, 0.612, 0.728], [-0.347, -1.215, 0.738], [0.212, 0.395, -0.074], [0.195, 0.556, -0.070], [1.097, -0.275, -0.305], [-0.209, -0.075, 0.000], [-0.160, -0.154, 0.118], [0.232, 0.994, 0.044], [-0.639, -0.858, 1.021], [0.285, 0.312, -0.439], [-0.457, 0.356, -0.819], [1.583, -0.580, 1.596], [0.084, -0.348, -0.200], [0.020, 0.055, -0.078], [0.457, -0.036, -0.269], [-0.004, 0.090, -0.273], [-0.266, 0.667, -0.085], [-0.707, -0.177, 0.329], [-0.530, 0.185, -1.101], [-0.415, -0.259, 0.014]],
  "homo_energy_ev": -8.815,
  "lumo_energy_ev": -0.05
}